(1)
Entry from the Open Molecules 2025 dataset: a gas-phase ion, C3H8NO (charge -2) at a distorted geometry (ωB97M-V with the def2-TZVPD basis set).

Structure (XYZ):
```
13
Properties=species:S:1:pos:R:3
C -0.93 -0.65 -0.14
O -1.94 0.02 0.44
C 0.41 0.16 -0.33
C 1.66 -0.56 -0.75
N 0.59 1.12 0.81
H -0.55 -1.59 0.45
H -1.16 -1.14 -1.13
H 0.11 0.84 -1.16
H 2.23 -0.85 0.15
H 2.32 0.10 -1.33
H 1.49 -1.52 -1.31
H 0.32 0.51 1.59
H -0.27 1.66 0.72
```

As for the net charge: -2. Its LUMO energy (spin up / spin down) is 7.32 / 7.32 eV. As for the HOMO-LUMO gap (spin up / spin down): 2.63 / 6.80 eV. The expectation value of S² is 0.751. Its spin multiplicity is 2. For the energy above the lowest of the compared OMol25 structures with the same formula, charge and spin, the calculation gives 5.42 kcal/mol.

=====

(2)
Entry from the Open Molecules 2025 dataset: 2 unconnected molecules or ions with the total composition C3H8NO at a distorted geometry (ωB97M-V with the def2-TZVPD basis set).

Structure (XYZ):
```
13
Properties=species:S:1:pos:R:3
C 2.46 1.05 1.06
N 1.95 0.29 0.08
H 1.92 1.86 1.51
H 3.48 0.87 1.34
H 2.30 -0.58 -0.28
H 0.91 0.23 -0.02
O -0.67 0.32 -0.02
C -1.44 -0.22 -0.82
C -2.32 -1.29 -0.33
H -1.78 0.49 -1.58
H -2.50 -2.11 -1.06
H -3.33 -0.85 -0.29
H -2.02 -1.77 0.58
```

Its LUMO energy (spin up / spin down) is 0.20 / 0.20 eV. As for the HOMO-LUMO gap (spin up / spin down): 5.39 / 10.33 eV. The expectation value of S² is 0.753. Its spin multiplicity is 2. For the energy above the lowest of the compared OMol25 structures with the same formula, charge and spin, the calculation gives 20.16 kcal/mol.

=====

(3)
Entry from the Open Molecules 2025 dataset: 2 unconnected molecules or ions with the total composition C3H8NO at a distorted geometry (ωB97M-V with the def2-TZVPD basis set).

Structure (XYZ):
```
13
Properties=species:S:1:pos:R:3
C -1.32 -0.26 0.65
C -1.10 0.37 1.79
C -0.63 -0.40 -1.65
N -0.30 -0.41 -0.33
H -2.14 -0.90 0.37
H -0.20 0.91 2.02
H -1.90 0.52 2.50
H 0.17 -0.23 -2.36
H -1.66 -0.29 -1.94
H 0.65 -0.15 -0.11
H 3.02 0.12 0.37
H 2.38 1.36 -0.23
O 2.52 0.43 -0.38
```

Its LUMO energy (spin up / spin down) is 0.59 / 0.58 eV. As for the HOMO-LUMO gap (spin up / spin down): 6.46 / 9.51 eV. The expectation value of S² is 0.756. Its spin multiplicity is 2. For the energy above the lowest of the compared OMol25 structures with the same formula, charge and spin, the calculation gives 5.23 kcal/mol.

=====

(4)
Entry from the Open Molecules 2025 dataset: 2 unconnected molecules or ions with the total composition C3H8NO (ωB97M-V with the def2-TZVPD basis set).

Structure (XYZ):
```
13
Properties=species:S:1:pos:R:3
C 0.83 0.31 -1.49
C 0.62 1.36 -0.70
O 0.94 1.37 0.62
H 0.36 0.28 -2.46
H 1.59 -0.44 -1.29
H 0.11 2.24 -1.08
H 1.05 2.27 0.90
C -1.22 -0.94 1.39
N -0.61 -1.54 0.45
H -1.61 -1.51 2.23
H -1.28 0.14 1.36
H -0.23 -0.98 -0.35
H -0.55 -2.55 0.42
```

As for the net charge: +1. Its LUMO energy is -5.20 eV. As for the HOMO-LUMO gap: 8.40 eV. For the energy above the lowest of the compared OMol25 structures with the same formula, charge and spin, the calculation gives 27.58 kcal/mol.

=====

(5)
Entry from the Open Molecules 2025 dataset: 2 unconnected molecules or ions with the total composition C3H8NO at a distorted geometry (ωB97M-V with the def2-TZVPD basis set).

Structure (XYZ):
```
13
Properties=species:S:1:pos:R:3
C -2.86 -0.11 0.15
N -1.74 0.32 -0.28
H -3.51 -0.83 -0.34
H -3.22 0.28 1.10
H -1.56 1.33 -0.22
H -1.12 -0.12 -0.97
C 1.73 -1.24 0.55
C 2.02 -0.08 -0.02
O 1.06 0.88 -0.26
H 2.48 -1.99 0.71
H 0.68 -1.50 0.67
H 2.96 0.04 -0.54
H 1.52 1.66 -0.57
```

As for the net charge: +1. Its LUMO energy is -6.22 eV. As for the HOMO-LUMO gap: 6.43 eV. For the energy above the lowest of the compared OMol25 structures with the same formula, charge and spin, the calculation gives 49.02 kcal/mol.

=====

(6)
Entry from the Open Molecules 2025 dataset: a molecular structure, C3H8NO at a distorted geometry (ωB97M-V with the def2-TZVPD basis set).

Structure (XYZ):
```
13
Properties=species:S:1:pos:R:3
C -0.03 1.75 0.03
C -0.50 -0.49 -1.21
C 0.13 0.27 -0.11
N 0.50 -1.45 1.30
O 0.72 -0.21 0.96
H -1.05 1.37 0.33
H -0.30 -1.68 -1.16
H 0.02 -0.22 -2.25
H -1.58 -0.34 -1.27
H 0.16 2.67 -0.46
H 0.35 2.20 1.23
H 0.52 -2.11 0.52
H 1.07 -1.77 2.08
```

As for the net charge: +1. Its LUMO energy is -5.24 eV. As for the HOMO-LUMO gap: 9.68 eV. For the energy above the lowest of the compared OMol25 structures with the same formula, charge and spin, the calculation gives 110.46 kcal/mol.

=====

(7)
Entry from the Open Molecules 2025 dataset: a gas-phase ion, C3H8NO (charge +1) at a distorted geometry (ωB97M-V with the def2-TZVPD basis set).

Structure (XYZ):
```
13
Properties=species:S:1:pos:R:3
C 0.82 0.07 -1.60
N -0.25 -0.11 -0.52
C 0.21 0.07 0.91
C -1.05 -0.07 1.76
O -2.11 0.27 1.33
H 1.42 0.97 -1.44
H 1.52 -0.76 -1.41
H 0.25 -0.06 -2.53
H -0.84 0.68 -0.77
H -0.70 -1.02 -0.61
H 1.08 -0.51 1.19
H 0.55 1.11 0.93
H -0.92 -0.63 2.76
```

As for the net charge: +1. Its LUMO energy is -4.07 eV. As for the HOMO-LUMO gap: 11.05 eV. For the energy above the lowest of the compared OMol25 structures with the same formula, charge and spin, the calculation gives 16.60 kcal/mol.

=====

(8)
Entry from the Open Molecules 2025 dataset: 2 unconnected molecules or ions with the total composition C3H8NO at a distorted geometry (ωB97M-V with the def2-TZVPD basis set).

Structure (XYZ):
```
13
Properties=species:S:1:pos:R:3
C 0.50 -1.19 0.64
C 0.10 0.08 0.09
C 0.43 1.46 -0.14
N 0.22 -1.07 -0.82
O -2.06 -0.08 0.26
H 1.47 -1.40 0.91
H -0.11 -1.79 1.26
H 0.31 2.18 0.78
H -0.29 1.88 -1.02
H 1.55 1.51 -0.24
H 1.00 -0.95 -1.42
H -0.78 -1.30 -0.97
H -2.34 0.66 0.66
```

As for the net charge: +1. Its LUMO energy (spin up / spin down) is -5.64 / -5.66 eV. As for the HOMO-LUMO gap (spin up / spin down): 9.52 / 9.41 eV. For the energy above the lowest of the compared OMol25 structures with the same formula, charge and spin, the calculation gives 117.52 kcal/mol.

=====

(9)
Entry from the Open Molecules 2025 dataset: 2 unconnected molecules or ions with the total composition C3H8NO at a distorted geometry (ωB97M-V with the def2-TZVPD basis set).

Structure (XYZ):
```
13
Properties=species:S:1:pos:R:3
C 0.53 -0.79 2.13
N 0.56 0.33 1.62
H -0.14 -1.01 2.97
H 0.63 -1.77 1.51
H -0.01 0.60 0.81
H 0.82 1.26 1.94
C -0.91 -0.83 -1.95
C 0.03 -0.09 -1.24
O -0.15 1.25 -0.66
H -0.75 -1.80 -2.63
H -1.96 -0.54 -1.90
H 0.94 -0.62 -0.93
H -0.12 1.86 -1.51
```

As for the net charge: +1. Its LUMO energy is -6.71 eV. As for the HOMO-LUMO gap: 7.02 eV. For the energy above the lowest of the compared OMol25 structures with the same formula, charge and spin, the calculation gives 110.55 kcal/mol.

=====

(10)
Entry from the Open Molecules 2025 dataset: a gas-phase ion, C3H8NO2 (charge -1) at a distorted geometry (ωB97M-V with the def2-TZVPD basis set).

Structure (XYZ):
```
14
Properties=species:S:1:pos:R:3
N -0.76 -1.34 -0.25
C 0.21 -0.25 0.15
C 1.17 0.23 -1.04
O 1.90 1.27 -0.65
C -0.66 0.87 0.73
O -1.38 0.47 1.90
H -0.13 -1.96 -0.79
H -1.11 -0.93 -1.13
H 0.89 -0.53 0.96
H 1.72 -0.74 -1.15
H 0.52 0.24 -1.97
H 0.05 1.65 1.00
H -1.35 1.42 0.06
H -1.07 -0.40 2.18
```

As for the net charge: -1. Its LUMO energy is 4.13 eV. As for the HOMO-LUMO gap: 6.69 eV. For the energy above the lowest of the compared OMol25 structures with the same formula, charge and spin, the calculation gives 69.00 kcal/mol.

=====

(11)
Entry from the Open Molecules 2025 dataset: a gas-phase ion, C3H8NO2 (charge +1) at a distorted geometry (ωB97M-V with the def2-TZVPD basis set).

Structure (XYZ):
```
14
Properties=species:S:1:pos:R:3
C -0.07 -0.17 1.38
C -0.52 0.16 0.01
N -0.09 1.49 -0.46
C 0.28 -0.81 -0.89
O 0.65 -0.64 -2.04
O 0.28 -2.11 -0.37
H 0.98 -0.65 1.48
H 0.10 0.79 1.91
H -0.84 -0.93 1.98
H -1.65 -0.01 -0.26
H 0.90 1.53 -0.54
H -0.43 2.40 0.10
H -0.51 1.72 -1.41
H 0.92 -2.76 -0.89
```

As for the net charge: +1. Its LUMO energy is -4.19 eV. As for the HOMO-LUMO gap: 10.98 eV. For the energy above the lowest of the compared OMol25 structures with the same formula, charge and spin, the calculation gives 47.80 kcal/mol.

=====

(12)
Entry from the Open Molecules 2025 dataset: a gas-phase ion, C3H8NO2 (charge +1) at a distorted geometry (ωB97M-V with the def2-TZVPD basis set).

Structure (XYZ):
```
14
Properties=species:S:1:pos:R:3
C -1.39 -1.02 -0.52
C 0.04 -0.78 0.02
O 1.16 -0.95 -0.81
C 0.18 0.73 0.50
N 1.03 1.47 -0.12
O -0.51 1.25 1.43
H -1.57 -2.03 -0.57
H -2.16 -0.54 0.13
H -1.29 -0.82 -1.52
H 0.27 -1.23 0.94
H 1.70 -1.68 -0.52
H 1.24 2.43 0.13
H 1.51 1.11 -0.96
H -0.21 2.05 1.88
```

As for the net charge: +1. Its LUMO energy is -3.73 eV. As for the HOMO-LUMO gap: 12.14 eV. For the energy above the lowest of the compared OMol25 structures with the same formula, charge and spin, the calculation gives 35.54 kcal/mol.

=====

(13)
Entry from the Open Molecules 2025 dataset: 2 unconnected molecules or ions with the total composition C3H8NO2 at a distorted geometry (ωB97M-V with the def2-TZVPD basis set).

Structure (XYZ):
```
14
Properties=species:S:1:pos:R:3
C -0.42 -0.74 0.58
C 0.83 -0.66 -0.05
C 2.22 0.05 0.20
N -2.90 0.14 -0.27
O -1.11 -0.75 1.52
O 2.35 1.33 -0.52
H 1.19 -1.63 -0.12
H 0.41 -0.34 -1.14
H 2.46 0.27 1.20
H 2.98 -0.64 -0.28
H -2.91 0.87 0.43
H -3.79 -0.47 -0.26
H -3.03 0.59 -1.23
H 1.73 1.97 -0.08
```

As for the net charge: +1. Its LUMO energy (spin up / spin down) is -6.35 / -6.35 eV. As for the HOMO-LUMO gap (spin up / spin down): 8.36 / 8.35 eV. For the energy above the lowest of the compared OMol25 structures with the same formula, charge and spin, the calculation gives 98.90 kcal/mol.

=====

(14)
Entry from the Open Molecules 2025 dataset: a molecular structure, C3H8NO2P at a distorted geometry (ωB97M-V with the def2-TZVPD basis set).

Structure (XYZ):
```
15
Properties=species:S:1:pos:R:3
C -0.40 -0.09 -0.53
C 0.31 -0.23 0.60
C -1.90 -0.26 -0.69
N -2.61 -0.05 0.58
O 3.46 -1.19 0.72
O 2.86 0.78 -0.83
P 2.70 0.02 0.55
H 0.10 0.22 -1.54
H -0.07 -0.30 1.57
H -2.12 -1.21 -1.26
H -2.07 0.43 -1.48
H -3.61 -0.05 0.36
H 2.65 1.70 -0.87
H -2.33 -0.71 1.36
H 3.04 0.93 1.46
```

Its LUMO energy is 0.61 eV. As for the HOMO-LUMO gap: 9.99 eV. For the energy above the lowest of the compared OMol25 structures with the same formula, charge and spin, the calculation gives 55.64 kcal/mol.

=====

(15)
Entry from the Open Molecules 2025 dataset: a gas-phase ion, C3H8NO2P2 (charge +1) at a distorted geometry (ωB97M-V with the def2-TZVPD basis set).

Structure (XYZ):
```
16
Properties=species:S:1:pos:R:3
C 1.91 -0.11 -0.87
N 0.75 -0.08 0.04
C -0.59 -0.35 -0.64
C -1.83 -0.08 0.51
P -1.79 -1.22 2.02
O -0.27 -1.31 2.10
P -1.61 1.84 0.93
O -0.34 2.25 0.25
H 2.00 0.80 -1.44
H 2.70 -0.03 -0.22
H 1.84 -0.99 -1.58
H 0.68 -0.65 0.92
H 0.64 0.98 0.42
H -0.75 0.43 -1.40
H -0.50 -1.44 -0.99
H -2.83 -0.03 -0.05
```

As for the net charge: +1. Its LUMO energy is -5.82 eV. As for the HOMO-LUMO gap: 8.09 eV. For the energy above the lowest of the compared OMol25 structures with the same formula, charge and spin, the calculation gives 0.00 kcal/mol.

=====

(16)
Entry from the Open Molecules 2025 dataset: 2 unconnected molecules or ions with the total composition C3H8NO2S (ωB97M-V with the def2-TZVPD basis set).

Structure (XYZ):
```
15
Properties=species:S:1:pos:R:3
N -1.80 -0.56 -1.53
C -2.59 -0.31 -0.37
O -3.81 -0.92 -0.47
O -2.31 0.33 0.60
H -1.02 -1.17 -1.28
H -1.34 0.29 -1.83
H -3.80 -1.35 -1.34
C 1.84 0.59 1.53
C 2.46 0.36 0.15
S 1.20 0.00 -1.12
H 1.23 -0.27 1.82
H 1.18 1.46 1.50
H 2.60 0.76 2.30
H 3.16 -0.48 0.18
H 3.01 1.26 -0.14
```

As for the net charge: -1. Its LUMO energy is 3.42 eV. As for the HOMO-LUMO gap: 6.04 eV. For the energy above the lowest of the compared OMol25 structures with the same formula, charge and spin, the calculation gives 31.09 kcal/mol.

=====

(17)
Entry from the Open Molecules 2025 dataset: 2 unconnected molecules or ions with the total composition C3H8NO2S at a distorted geometry (ωB97M-V with the def2-TZVPD basis set).

Structure (XYZ):
```
15
Properties=species:S:1:pos:R:3
N 1.99 -2.36 0.53
C 1.06 -1.33 0.31
O -0.10 -1.70 -0.04
O 1.46 -0.16 0.47
H 2.71 -2.12 1.18
H 1.55 -3.26 0.62
C -1.51 1.18 0.93
S -1.80 1.92 -0.66
C -0.41 1.27 -1.61
H -0.63 1.61 1.40
H -1.41 0.10 0.85
H -2.41 1.42 1.51
H -0.69 1.41 -2.66
H 0.50 1.83 -1.44
H -0.30 0.21 -1.39
```

As for the net charge: -1. Its LUMO energy is 3.49 eV. As for the HOMO-LUMO gap: 7.67 eV. For the energy above the lowest of the compared OMol25 structures with the same formula, charge and spin, the calculation gives 13.34 kcal/mol.

=====

| no. | total energy (eV) |
| --- | --- |
| 1 | -6772.9645 |
| 2 | -6775.1927 |
| 3 | -6775.8401 |
| 4 | -6769.9738 |
| 5 | -6769.0440 |
| 6 | -6766.3795 |
| 7 | -6770.4496 |
| 8 | -6766.0735 |
| 9 | -6766.3757 |
| 10 | -8824.8000 |
| 11 | -8817.8797 |
| 12 | -8818.4110 |
| 13 | -8815.6639 |
| 14 | -18112.6691 |
| 15 | -27395.2588 |
| 16 | -19662.4719 |
| 17 | -19663.2414 |